73
Properties=species:S:1:pos:R:3 method="wB97M-V/def2-TZVPD" charge=+2 mol_weight_g_mol=684.95 gap_ev=7.2 e_lumo_ev=-6.02 homo_ev=-13.3
Ga 0.009 -0.587 0.436
C 1.107 -5.043 0.233
N 1.926 -4.100 1.001
C 3.100 -4.688 1.649
C 1.661 -2.819 0.998
O 0.694 -2.368 0.312
C 2.556 -1.859 1.746
O 1.973 -0.560 1.751
C 1.780 -0.043 3.078
C 0.646 -0.827 3.753
O 0.108 -1.723 3.094
N 0.309 -0.503 4.997
C -0.801 -1.199 5.643
C 0.851 0.638 5.722
H 0.860 -5.887 0.874
H 1.675 -5.401 -0.626
H 0.199 -4.558 -0.102
H 2.813 -5.644 2.078
H 3.477 -4.061 2.449
H 3.888 -4.853 0.915
H 3.529 -1.810 1.246
H 2.704 -2.215 2.763
H 1.511 1.005 2.959
H 2.721 -0.111 3.625
H -0.970 -2.148 5.147
H -1.710 -0.596 5.589
H -0.552 -1.366 6.689
H 1.714 1.062 5.220
H 1.159 0.325 6.718
H 0.091 1.416 5.820
C -3.028 -1.889 -2.423
C -2.287 -1.736 -1.248
N -1.183 -1.011 -1.210
C -0.758 -0.392 -2.331
C -1.441 -0.472 -3.544
C -2.609 -1.256 -3.567
C -0.930 0.244 -4.678
C 0.192 0.989 -4.577
C 0.909 1.083 -3.337
C 2.076 1.850 -3.169
C 2.694 1.884 -1.944
C 2.153 1.157 -0.884
N 1.058 0.424 -1.015
C 0.438 0.388 -2.223
H -3.923 -2.494 -2.410
H -2.600 -2.198 -0.319
H -3.173 -1.351 -4.487
H -1.465 0.178 -5.616
H 0.571 1.531 -5.433
H 2.478 2.406 -4.006
H 3.591 2.466 -1.783
H 2.615 1.163 0.092
C -1.630 4.153 -3.784
C -1.608 3.403 -2.482
C -0.601 3.605 -1.549
C -0.577 2.930 -0.330
C 0.514 3.291 0.645
C -1.592 2.003 -0.050
Te -1.532 0.869 1.758
C -2.645 1.809 -0.959
C -3.834 0.930 -0.677
C -2.622 2.508 -2.162
H -0.736 4.760 -3.909
H -2.495 4.815 -3.833
H -1.701 3.466 -4.629
H 0.182 4.324 -1.763
H 1.342 3.781 0.133
H 0.898 2.425 1.185
H 0.135 3.983 1.400
H -3.572 0.018 -0.143
H -4.342 0.665 -1.603
H -4.554 1.459 -0.048
H -3.436 2.361 -2.864

75
Properties=species:S:1:pos:R:3 method="wB97M-V/def2-TZVPD" charge=-2 mol_weight_g_mol=683.63 gap_ev=5.8 e_lumo_ev=3.98 homo_ev=-1.8 relative_energy_kcal_mol=18.3
K -0.149 0.790 0.497
C -1.816 -1.907 1.426
N -0.690 -2.776 1.099
C -1.072 -3.971 0.355
C -0.419 -4.107 -1.023
C -0.682 -2.899 -1.931
N 0.383 -1.923 -1.783
C 0.345 -0.776 -2.332
C -0.680 -0.128 -3.183
C -0.205 0.618 -4.268
C -1.047 1.220 -5.187
C -2.432 1.098 -4.986
C -2.935 0.426 -3.894
C -2.091 -0.188 -2.908
O -2.575 -0.687 -1.835
C 0.206 -3.004 2.220
C 1.683 -3.142 1.826
C 2.170 -1.935 1.015
N 1.751 -0.715 1.671
C 2.592 0.214 1.877
C 2.291 1.486 2.529
C 3.348 2.388 2.726
C 3.184 3.624 3.309
C 1.886 3.993 3.711
C 0.822 3.145 3.546
C 0.948 1.840 2.944
O -0.064 1.090 2.795
H -2.550 -2.394 2.094
H -2.324 -1.604 0.505
H -1.446 -1.007 1.924
H -2.158 -3.957 0.210
H -0.847 -4.870 0.952
H -0.797 -5.025 -1.490
H 0.665 -4.214 -0.909
H -1.657 -2.449 -1.719
H -0.714 -3.217 -2.980
H 1.271 -0.194 -2.208
H 0.872 0.720 -4.381
H -0.650 1.784 -6.021
H -3.117 1.566 -5.688
H -4.004 0.377 -3.716
H -0.100 -3.894 2.799
H 0.133 -2.134 2.874
H 1.856 -4.059 1.249
H 2.261 -3.224 2.756
H 1.689 -1.977 0.038
H 3.259 -1.987 0.863
H 3.640 0.090 1.560
H 4.337 2.085 2.389
H 4.019 4.305 3.417
H 1.724 4.974 4.149
H -0.176 3.438 3.848
N -3.084 1.291 0.195
C -2.634 2.544 -0.440
C -1.756 3.399 0.495
C -0.393 3.727 -0.155
O -0.039 4.925 -0.185
O 0.246 2.726 -0.616
H -3.121 0.542 -0.502
H -4.005 1.391 0.597
H -3.472 3.146 -0.802
H -2.044 2.272 -1.315
H -1.565 2.828 1.415
H -2.226 4.342 0.766
I 3.146 5.770 -0.181
C 3.209 4.045 -1.347
C 3.540 4.147 -2.682
C 3.629 2.984 -3.441
C 3.420 1.773 -2.808
N 3.101 1.664 -1.516
C 2.949 2.782 -0.804
H 3.715 5.117 -3.130
H 3.873 3.025 -4.495
H 3.504 0.839 -3.358
H 2.694 2.640 0.241